Record 1
Below is C6H7NO as an isolated structure, with properties calculated with ωB97M-V/def2-TZVPD.

frontier orbital gap (spin up / spin down): 0.2841 / 0.2841 hartree
E_LUMO (spin up / spin down): -0.460 / -0.461 eV
ΔE to the lowest compared entry with this formula, charge and spin: 106.1 kcal/mol

Atoms and positions in Å:
C: -0.41 -0.65 0.87
C: 0.57 1.00 -1.46
N: -1.84 -0.57 0.68
C: 0.21 1.64 -0.31
C: 1.15 -0.62 -0.74
C: 0.48 0.64 0.69
C: 0.33 -1.49 -0.11
O: 0.84 1.10 -2.62
H: -0.22 -1.01 1.89
H: -2.30 -0.05 1.42
H: -2.07 -0.14 -0.21
H: -0.08 2.67 -0.17
H: 2.02 -0.88 -1.33
H: 0.28 -2.57 -0.19
H: 1.04 0.92 1.59

Record 2
Below is one molecule with the formula C6H7NO in a non-equilibrium geometry, with properties calculated with ωB97M-V/def2-TZVPD.

frontier orbital gap: 0.2731 hartree
E_LUMO: 0.579 eV
ΔE to the lowest compared entry with this formula, charge and spin: 145.5 kcal/mol

Atoms and positions in Å:
C: 0.12 1.70 -0.19
C: -0.31 -0.15 1.92
C: -0.36 -1.82 0.49
C: 0.31 -0.17 -1.64
C: 0.26 -0.66 -0.20
C: -0.41 0.47 0.57
H: 0.58 1.86 -2.25
H: 0.09 2.81 -0.20
H: -0.76 0.09 2.83
H: -0.08 -2.89 0.36
H: 0.76 -0.66 -2.45
H: 1.38 -0.60 0.22
H: -1.50 0.32 0.24
N: 0.31 1.16 -1.46
O: -0.39 -1.46 1.77

Record 3
Below is one molecule with the formula C6H7NO in a non-equilibrium geometry, with properties calculated with ωB97M-V/def2-TZVPD.

frontier orbital gap: 0.3346 hartree
E_LUMO: 0.924 eV
ΔE to the lowest compared entry with this formula, charge and spin: 102.7 kcal/mol
SMILES string: Oc1cc2n(c1)CC2

Atoms and positions in Å:
O: 1.01 0.74 2.44
C: 0.44 0.23 1.33
C: 1.37 -0.08 0.23
C: 0.41 -0.08 -0.85
N: -0.91 0.21 -0.45
C: -0.83 0.20 1.01
C: -1.43 -0.63 -1.65
C: 0.06 -0.63 -2.14
H: 0.40 0.94 3.27
H: 2.51 -0.30 0.29
H: -1.59 1.04 1.62
H: -1.73 -1.61 -1.25
H: -2.41 -0.25 -2.28
H: 0.81 -1.56 -2.52
H: 0.12 0.28 -2.95